1.
2 unconnected molecules or ions with the total composition CH4O3. Source: OMol25; level of theory: the ωB97M-V functional and the def2-TZVPD basis.

Structure (XYZ):
```
8
Properties=species:S:1:pos:R:3:forces:R:3:mulliken_charge:R:1
C -1.133965 0.170072 -0.011049 0.101 -0.716 -0.015 0.3254
H -2.845869 -0.692210 -0.028027 0.256 0.430 -0.144 0.3550
H -0.727063 -0.868236 0.065548 -0.156 0.409 0.020 0.1677
H 2.962590 -0.605625 0.296956 -0.064 0.423 -0.203 0.3089
H 1.867264 0.410800 -0.032300 -0.537 0.250 0.061 0.3328
O -2.473475 0.201046 -0.143882 -0.038 -0.174 0.177 -0.4144
O -0.449021 1.144096 0.002850 -0.077 -0.039 -0.039 -0.4386
O 2.799536 0.240060 -0.150094 0.515 -0.584 0.143 -0.6368
```
Forces are in eV/Å.

Computed properties:
SMILES: O=CO.O
Spin multiplicity: 1



2.
A molecular structure, C6H9N. Source: OMol25; level of theory: the ωB97M-V functional and the def2-TZVPD basis.

Structure (XYZ):
```
16
Properties=species:S:1:pos:R:3:forces:R:3:mulliken_charge:R:1
C -1.333500 1.123684 0.809291 -0.130 0.038 0.010 -0.8594
N -0.904200 0.596709 -0.484756 -0.039 0.047 -0.040 -0.1353
C 0.482649 0.872915 -0.815459 0.136 0.509 0.051 -0.5851
C 1.303572 -0.092285 -0.013004 0.211 0.153 0.516 -0.1659
C 0.418075 -1.165197 0.583709 -0.124 0.033 0.528 -0.6985
C -0.556825 -0.853606 -0.560204 -0.198 -0.379 0.126 -0.3211
C 0.681367 -0.458842 -1.422270 0.616 -0.146 0.544 -0.5019
H -0.621768 0.959497 1.636709 -0.075 -0.024 -0.268 0.2986
H -2.291027 0.672391 1.087920 0.094 0.058 -0.078 0.2912
H -1.484466 2.205015 0.716231 -0.008 -0.181 -0.030 0.3207
H 0.842116 1.837481 -1.151112 -0.052 0.026 0.157 0.4109
H 2.366270 0.064502 0.145702 -0.159 -0.174 -0.128 0.4480
H 0.106190 -1.081297 1.623699 -0.167 -0.121 0.177 0.2986
H 0.832460 -2.166978 0.395491 -0.005 0.304 0.156 0.2911
H -1.389620 -1.518803 -0.802624 0.291 0.099 -0.070 0.4283
H 1.548708 -0.995183 -1.749323 -0.390 -0.242 -1.651 0.4799
```
Forces are in eV/Å.

Computed properties:
Spin multiplicity: 1



no.,F_max (eV/A),frontier orbital gap (eV)
1,0.79,11.58
2,1.71,9.57